70
Properties=species:S:1:pos:R:3:forces:R:3:mulliken_spin:R:1 method="wB97M-V/def2-TZVPD" orbital_gap_ha="0.2322 / 0.1551" lumo_energy_ev="-9.61 / -11.66" multiplicity=2 charge=+3
Ce 0.07104 0.02182 0.72801 -0.896 -0.120 0.200 -0.316
P -1.62470 -2.14284 1.29500 -1.825 -1.656 0.019 0.062
P 1.62856 -1.27399 2.93983 0.820 0.095 0.922 0.003
P 1.66286 -1.98832 -0.80445 0.888 -0.437 -0.899 0.004
H -0.49531 5.92885 -6.29231 -0.030 -0.368 -0.274 0.000
C -0.56569 5.02214 -6.90558 -0.516 -0.204 -0.091 0.005
C -1.75367 4.47348 -7.20928 0.489 0.233 0.139 0.007
H -2.69319 4.91477 -6.85622 0.404 -0.201 -0.138 0.000
C -3.22119 -1.51040 1.93618 0.339 0.576 0.117 0.001
C -1.42630 -3.66029 2.28125 0.663 0.049 0.291 0.010
C -2.22988 -2.82888 -0.29542 0.425 0.293 -0.289 0.002
C 3.23037 -0.38153 3.00863 -0.071 0.304 -0.341 0.007
C 0.98046 -0.90489 4.61444 -0.360 0.148 -0.205 -0.001
C 2.16988 -3.01238 3.11628 -0.248 -0.258 -0.404 0.000
C 1.12433 -1.88801 -2.56207 -0.401 0.190 0.087 0.003
C 1.87279 -3.80015 -0.64189 -0.334 -0.229 0.404 0.000
C 3.39627 -1.38222 -0.94156 -0.018 0.223 0.177 0.008
H 0.37056 4.61856 -7.31053 -0.364 0.174 0.104 0.000
H -1.82925 3.60121 -7.86912 0.033 0.361 0.244 0.000
H -3.47874 -0.57305 1.42737 -0.140 -0.181 0.088 0.000
H -3.12948 -1.30179 3.00722 -0.202 -0.112 -0.139 0.000
H -4.00040 -2.26024 1.74865 0.191 0.202 0.117 0.001
H -1.14205 -3.39628 3.30805 -0.132 -0.152 -0.162 0.000
H -0.62256 -4.27594 1.86001 -0.200 0.034 0.096 -0.001
H -2.36490 -4.23306 2.29392 0.249 0.245 -0.065 0.003
H -2.59980 -2.01022 -0.92780 -0.002 -0.263 0.097 0.000
H -3.04243 -3.54008 -0.08547 0.276 0.213 -0.102 0.001
H -1.41059 -3.33252 -0.82315 -0.263 -0.025 0.042 0.000
H 3.76983 -0.62992 3.93294 -0.153 0.007 -0.255 0.001
H 3.04141 0.70014 2.97963 0.157 -0.211 0.057 -0.001
H 3.84438 -0.64115 2.13504 -0.091 0.072 0.282 0.000
H 1.67893 -1.26449 5.37922 -0.150 0.077 -0.161 0.000
H 0.00661 -1.39075 4.74503 0.172 0.008 0.139 0.000
H 0.83636 0.17666 4.72351 0.096 -0.188 0.073 0.000
H 3.24892 -3.05261 3.29939 -0.227 0.022 0.047 0.000
H 1.94904 -3.57430 2.20385 0.089 -0.042 0.199 0.000
H 1.63785 -3.47856 3.95077 0.119 0.011 -0.131 0.000
H 1.60376 -2.70762 -3.11530 -0.146 0.364 0.043 0.000
H 1.40691 -0.92174 -3.00035 -0.018 -0.220 0.072 0.002
H 0.03109 -1.98642 -2.62702 0.293 -0.079 -0.115 0.000
H 2.05667 -4.24918 -1.62858 0.026 0.180 0.341 0.000
H 0.95043 -4.23577 -0.23034 0.297 -0.050 -0.138 0.000
H 2.70604 -4.04654 0.02972 -0.238 0.090 -0.175 0.000
H 3.86693 -1.74946 -1.86828 -0.187 0.062 0.363 0.001
H 3.98488 -1.71606 -0.07275 -0.168 0.118 -0.321 0.000
H 3.39216 -0.27973 -0.95642 0.128 -0.348 -0.035 0.000
C -0.63181 1.28640 -2.20710 -0.220 -0.884 1.210 0.217
C 0.52540 2.11306 -2.08909 0.505 0.738 -0.849 0.119
C 0.93870 2.86963 -3.17084 0.805 -0.117 1.993 0.071
C 0.22218 2.84147 -4.36501 -0.004 0.432 -0.668 0.216
C -0.88090 1.99849 -4.50376 -1.311 -1.267 0.400 0.020
C -1.32684 1.21142 -3.44521 0.249 0.531 -1.014 0.115
O -0.99075 0.56243 -1.15817 0.325 0.763 -1.385 0.186
H 1.56098 1.07491 0.71265 1.222 0.803 0.048 0.212
H 1.07207 2.12502 -1.14296 -0.038 0.123 -0.252 -0.007
H 1.82900 3.49790 -3.05354 -0.404 -0.207 -0.212 0.005
H 0.50358 3.49506 -5.19091 -0.046 -0.243 0.133 0.033
H -1.40380 1.94263 -5.45794 0.134 0.130 0.205 0.001
H -2.16185 0.52359 -3.54128 0.057 0.199 -0.009 0.000
Br -3.14141 2.22557 5.82905 0.405 -0.073 -0.686 0.000
C -2.20818 2.45021 4.18479 -0.208 -0.467 0.510 0.001
C -2.11663 3.72568 3.62883 0.298 -0.150 -0.449 0.000
C -1.42485 3.89664 2.42935 0.230 -0.180 -0.313 0.001
C -0.83076 2.78463 1.82698 -0.435 -0.273 0.676 -0.008
N -0.93951 1.54754 2.36559 -0.448 0.014 0.681 0.009
C -1.62566 1.36162 3.53777 0.364 0.918 -0.869 0.001
H -2.58443 4.56169 4.13592 0.052 -0.003 -0.095 0.000
H -1.34098 4.87130 1.94848 -0.030 -0.231 0.250 0.000
H -0.24753 2.85301 0.89561 -0.252 0.197 0.308 0.005
H -1.68521 0.34383 3.91073 -0.020 0.241 0.070 -0.001

102
Properties=species:S:1:pos:R:3:forces:R:3:mulliken_charge:R:1 method="wB97M-V/def2-TZVPD" orbital_gap_ha=0.2391 lumo_energy_ev=0.71 charge=-1
C -6.03980 1.66617 3.46104 0.216 -0.054 -0.096 -0.929
C -5.71987 2.49432 2.19448 0.249 -0.239 0.230 -0.791
C -4.44229 2.03140 1.46018 -0.121 0.031 0.061 1.127
C -3.24867 2.96961 1.67843 -0.158 -0.539 0.075 -1.206
C -1.89634 2.35206 1.31408 0.298 0.412 0.081 0.218
C -1.46800 2.49121 -0.15226 -0.320 -0.178 -0.002 -1.107
C -2.10478 1.49679 -1.13127 -0.020 0.204 0.113 -0.403
C -1.71883 0.07551 -0.76285 0.164 -0.051 -0.175 0.925
C -2.17751 -1.06348 -1.67942 -0.067 0.249 -0.034 -0.467
C -3.64584 -1.07750 -2.14524 0.098 -0.450 0.178 -1.147
C -4.53826 -1.93077 -1.23280 -0.398 0.308 -0.155 -1.095
C -4.77232 -1.28502 0.14531 0.194 -0.142 -0.212 1.355
C -4.91753 -2.25553 1.31872 -0.293 0.233 0.041 -1.294
S -3.46767 -2.35598 2.34685 -0.063 -0.122 -0.197 0.927
O -3.63647 -3.50642 3.22375 0.068 0.076 0.068 -0.739
O -3.37257 -1.07033 3.02135 0.048 -0.034 -0.108 -0.627
N -2.35701 -2.57710 1.23901 0.133 0.019 0.323 -0.050
S -0.84127 -2.91690 1.59537 -0.089 -0.331 -0.301 0.885
O -0.51958 -4.25752 1.12583 0.133 0.225 -0.059 -0.801
O 0.03159 -1.85626 1.09487 -0.054 -0.045 -0.095 -0.383
P -0.58251 -2.88410 3.77184 -0.047 0.385 0.299 0.208
C 1.17808 -2.45798 3.69963 0.474 -0.065 -0.072 -0.753
O -0.43125 -4.48529 4.11688 -0.030 0.100 0.072 -0.528
H -5.34240 0.83188 3.56363 -0.015 -0.007 -0.005 0.198
H -5.95090 2.26209 4.37035 -0.100 -0.003 0.009 0.320
H -7.04233 1.23899 3.42359 -0.051 0.070 0.068 0.274
H -6.57034 2.44558 1.51414 -0.032 0.151 -0.006 0.401
H -5.57488 3.53506 2.49592 -0.209 0.089 -0.195 0.371
H -4.66250 1.91369 0.39650 0.121 0.036 -0.017 0.039
H -4.15861 1.04289 1.83485 -0.030 0.052 -0.087 -0.608
H -3.40093 3.90806 1.13507 0.013 0.080 0.081 0.222
H -3.22842 3.19466 2.75084 -0.010 0.152 -0.050 0.437
H -1.13217 2.86377 1.90868 -0.005 -0.036 0.022 0.152
H -1.87398 1.31153 1.64755 0.008 0.022 -0.033 0.006
H -1.71499 3.50663 -0.48221 0.207 0.061 0.022 0.426
H -0.38210 2.36134 -0.20426 0.007 0.115 -0.060 0.373
H -3.18838 1.65199 -1.13378 0.009 -0.128 -0.031 -0.012
H -1.75253 1.74226 -2.13970 -0.046 -0.092 -0.050 0.410
H -2.01345 -0.14083 0.26466 0.038 -0.025 -0.075 -0.711
H -0.62297 0.04525 -0.76685 -0.024 -0.078 0.213 0.298
H -1.50944 -1.09330 -2.54557 -0.105 0.051 -0.097 0.444
H -2.01302 -1.97613 -1.10952 0.142 -0.175 -0.144 -0.065
H -3.68752 -1.51564 -3.14774 -0.008 0.079 -0.004 0.366
H -4.07346 -0.07397 -2.22621 0.089 0.054 -0.011 0.341
H -4.12769 -2.93830 -1.13902 0.178 0.074 0.108 0.355
H -5.50832 -2.04044 -1.73594 0.007 -0.133 0.105 0.507
H -3.94244 -0.61350 0.35774 -0.087 0.025 0.068 -1.366
H -5.66895 -0.66226 0.09388 0.038 0.055 0.001 0.776
H -5.66591 -1.87252 2.01629 -0.019 -0.174 0.068 0.337
H -5.20294 -3.26375 1.01985 0.105 -0.017 -0.026 0.400
H 1.28702 -1.48792 3.21797 -0.039 0.032 0.060 -0.004
H 1.78446 -3.18180 3.14895 -0.136 -0.035 -0.008 0.274
H 1.54777 -2.39689 4.72478 -0.018 0.014 0.013 0.417
H -1.23210 -4.72096 4.59452 -0.179 -0.277 -0.079 0.358
C 3.11974 6.35836 5.10145 0.013 -0.005 -0.010 -0.476
C 4.40623 6.70332 4.69970 -0.014 -0.018 -0.009 -0.472
C 5.06161 5.94941 3.74124 -0.005 0.080 0.055 -0.563
C 4.43653 4.84037 3.18399 -0.031 -0.050 -0.020 0.164
C 3.15208 4.48674 3.59953 0.025 -0.028 -0.016 0.151
C 2.49357 5.25214 4.55342 -0.003 0.074 0.066 -0.524
C 2.47418 3.28001 3.04334 -0.028 -0.262 -0.211 0.459
O 1.35916 2.95679 3.38414 -0.110 0.223 0.236 -0.664
C 3.21553 2.46174 2.04280 0.038 0.042 0.007 0.255
C 2.61137 1.31270 1.54456 -0.024 -0.048 -0.041 -0.639
C 3.27115 0.54066 0.60362 0.022 -0.024 -0.038 -0.736
C 4.53295 0.91814 0.15405 -0.010 0.030 0.025 -0.658
C 5.13974 2.06079 0.64918 0.004 -0.075 -0.052 -0.632
C 4.48579 2.83578 1.60008 0.001 0.040 0.049 0.271
C 5.15753 4.05031 2.13914 0.022 -0.034 -0.053 0.545
O 6.25468 4.39435 1.74955 0.007 0.008 0.022 -0.686
H 2.60709 6.95330 5.84616 0.003 0.003 0.004 0.400
H 4.89685 7.56382 5.13597 -0.004 0.008 -0.001 0.387
H 6.05959 6.20894 3.41569 0.000 -0.039 -0.045 0.467
H 1.49528 4.96772 4.85717 0.001 -0.055 -0.032 0.499
H 1.62715 1.03185 1.89578 -0.021 0.025 0.002 0.810
H 2.79805 -0.35443 0.22023 -0.036 -0.008 0.013 0.722
H 5.04377 0.31593 -0.58598 -0.003 -0.008 -0.004 0.427
H 6.12036 2.36220 0.30731 0.006 0.039 0.036 0.473
C 3.04971 -1.08313 -8.19521 0.003 -0.014 0.011 -0.488
C 3.85429 -2.18044 -8.48486 -0.010 0.000 0.017 -0.450
C 4.00287 -3.19665 -7.55689 0.015 0.034 -0.097 -0.571
C 3.35389 -3.11745 -6.33038 -0.022 0.012 0.034 0.162
C 2.56016 -2.00984 -6.03425 0.017 -0.037 0.028 0.105
C 2.40481 -0.99763 -6.97341 0.024 0.044 -0.088 -0.503
C 1.87768 -1.87937 -4.70956 -0.046 0.028 0.048 0.539
O 1.18501 -0.91425 -4.46732 0.022 -0.008 -0.007 -0.666
C 2.08805 -2.96509 -3.71410 0.038 0.010 -0.037 0.034
C 1.50681 -2.85350 -2.45781 -0.082 0.014 0.189 -0.458
C 1.67294 -3.85826 -1.51662 -0.002 -0.012 0.059 -0.339
C 2.42246 -4.98489 -1.83663 0.011 0.017 -0.035 -0.869
C 3.01294 -5.10284 -3.08478 -0.022 -0.034 0.091 -0.630
C 2.85484 -4.09392 -4.02716 0.005 0.043 -0.059 0.386
C 3.51579 -4.23418 -5.35057 0.011 -0.061 0.016 0.606
O 4.17027 -5.21633 -5.63894 0.004 0.023 0.004 -0.688
H 2.92897 -0.29246 -8.92455 0.004 0.001 -0.002 0.391
H 4.36445 -2.24163 -9.43762 -0.006 0.000 -0.005 0.391
H 4.62019 -4.05873 -7.76924 -0.019 -0.030 0.050 0.462
H 1.77864 -0.14982 -6.73137 -0.007 -0.017 0.059 0.486
H 0.91732 -1.98198 -2.20432 -0.011 0.034 -0.100 0.779
H 1.20788 -3.76514 -0.54201 -0.051 -0.017 -0.012 0.372
H 2.54342 -5.77360 -1.10557 -0.012 0.002 0.011 0.443
H 3.59974 -5.97420 -3.34173 0.018 0.023 -0.050 0.466

17
Properties=species:S:1:pos:R:3:forces:R:3:mulliken_charge:R:1 method="wB97M-V/def2-TZVPD" orbital_gap_ha=0.0880 lumo_energy_ev=0.32 charge=-1
O 4.76530 -2.23788 -1.37638 -0.874 0.715 0.190 -0.797
C 3.67867 -1.90237 -0.88351 0.574 -1.070 0.143 1.211
C 2.59008 -1.68402 -0.33166 -0.276 0.181 0.062 -0.849
C 1.31905 -1.62674 0.32660 0.256 0.537 -0.677 -0.768
C 0.37794 -0.66554 0.13158 1.544 -0.431 -0.299 -0.028
O -0.79766 -0.62879 0.76692 -2.646 0.414 0.093 -1.012
Li -2.38260 -0.10161 0.22396 1.004 -0.238 0.164 0.823
H 1.04438 -2.45388 1.00305 -0.008 0.175 -0.034 0.170
H 0.58477 0.15288 -0.57680 0.019 -0.266 0.224 0.290
C -1.28888 4.04260 5.90564 0.183 0.148 -0.532 -0.635
C -1.05928 2.84500 5.35404 -0.085 0.826 -0.211 0.248
C 0.18362 2.06522 5.68006 0.325 -1.027 -0.330 -1.040
O 0.16780 0.90463 5.17263 -0.293 0.591 0.031 -0.339
K -0.59039 -0.81613 3.24178 0.724 0.310 0.447 0.995
H -0.47793 4.56285 6.42398 -0.390 -0.466 0.383 0.310
H -2.20198 4.61086 5.71679 0.235 -0.095 -0.074 0.243
H -1.71167 2.47529 4.54325 -0.293 -0.305 0.421 0.178

| no. | DFT total energy (Eh) |
| --- | --- |
| 1 | -5065.04192 |
| 2 | -3498.43376 |
| 3 | -1102.80735 |